# 1
Density functional theory data (ωB97M-V/def2-TZVPD) for the molecule CH2N4O2 at a distorted geometry.

Structure (XYZ):
```
9
Properties=species:S:1:pos:R:3:lowdin_charge:R:1
N -2.3905 0.0750 0.0981 0.0141
N -1.2898 -0.5067 -0.3385 -0.0168
C -0.1232 -0.2297 -0.3981 -0.1426
N 1.0138 0.1558 -0.6266 0.1917
N 2.3262 0.1766 -0.1218 -0.4592
O 2.9605 -0.8178 -0.1786 0.1025
O 2.7976 1.2199 0.2363 0.0880
H -3.1970 -0.5516 0.3309 0.1168
H -2.0976 0.4786 0.9984 0.1055
```

Output
relative energy (zero: lowest compared OMol25 entry of this formula, charge and spin) = 124.2 kcal per mole
SMILES = NN=C=N[N+](=O)[O-]
DFT total energy = -11118.2370 eV
LUMO energy = 0.07 eV
highest occupied orbital energy = -9.59 eV

=====

# 2
Density functional theory data (ωB97M-V/def2-TZVPD) for C5H8N as an isolated structure at a distorted geometry.

Structure (XYZ):
```
14
Properties=species:S:1:pos:R:3:lowdin_charge:R:1
C -0.8732 0.3099 0.0201 -0.2233
C 0.7968 1.6254 -0.5713 0.0422
C 0.4556 -0.0677 -0.1033 0.0562
C -2.1901 -0.3411 -0.0990 0.0546
C 1.6021 -0.5528 0.6598 0.0106
N -0.4368 1.5684 0.2067 0.1876
H 1.7226 1.9755 -0.1627 0.1019
H 0.4827 1.9847 -1.6349 0.1690
H -2.9053 0.4775 -0.2080 0.1162
H -2.5209 -0.7483 0.8209 0.1012
H -2.2249 -0.9958 -0.8838 0.0781
H 1.4492 -1.4375 1.1221 0.0664
H 1.8000 0.3128 1.2820 0.1245
H 2.4772 -0.6706 0.0423 0.1148
```

Output
total charge = +1
relative energy (zero: lowest compared OMol25 entry of this formula, charge and spin) = 112.5 kcal per mole
DFT total energy = -6793.2115 eV
LUMO energy = -5.83 eV
highest occupied orbital energy = -15.52 eV

=====

# 3
Density functional theory data (ωB97M-V/def2-TZVPD) for C29H39N4O as an isolated structure at a distorted geometry.

Structure (XYZ):
```
73
Properties=species:S:1:pos:R:3:lowdin_charge:R:1
C 3.4954 -0.0253 -2.1971 -0.0122
N 3.5472 -0.3717 -0.7891 -0.0865
C 4.0738 -1.6483 -0.3432 -0.0982
C 4.1266 -1.5061 1.1553 -0.1036
N 3.4983 -0.2298 1.3943 -0.1031
C 3.5597 0.3602 2.7147 -0.0041
C 3.1330 0.3613 0.2503 -0.2348
C 2.4497 1.6817 0.1979 -0.0289
H 3.7937 1.0227 -2.3675 0.1021
H 4.1888 -0.6772 -2.7487 0.1025
H 2.4925 -0.1584 -2.6407 0.1021
H 3.4218 -2.4813 -0.6290 0.1323
H 5.0521 -1.8393 -0.7855 0.1345
H 3.5932 -2.3116 1.6674 0.1354
H 5.1492 -1.5060 1.5373 0.1349
H 2.9438 1.2679 2.7885 0.0983
H 3.2022 -0.3619 3.4640 0.1048
H 4.6005 0.6273 2.9770 0.1095
H 3.1458 2.4405 0.5934 0.1112
H 2.2289 1.9066 -0.8509 0.1103
C -5.1266 -1.5807 -0.7865 -0.0064
N -3.7492 -1.5123 -0.3682 -0.0358
C -3.0449 -2.6361 -0.0324 -0.3655
O -3.4896 -3.7763 -0.0289 0.0942
C -1.6252 -2.1941 0.3219 -0.1623
C -0.5533 -2.8102 -0.5752 -0.0970
C -0.4866 -4.3123 -0.4445 -0.2465
C -0.6766 -5.1220 -1.5668 -0.0407
C -0.7248 -6.5109 -1.4226 -0.0681
C -0.5322 -7.0875 -0.1583 -0.0782
C -0.2857 -6.2734 0.9554 -0.0713
C -0.2532 -4.8824 0.8099 -0.0491
N -1.7031 -0.7355 0.1654 -0.0031
C -0.6083 0.0232 0.3478 -0.0460
C -0.5786 1.4006 0.2070 -0.0880
C 0.5293 2.2210 0.4178 -0.1058
C 0.4374 3.6518 0.3166 -0.2055
C 1.4667 4.5417 0.7283 -0.0199
C 1.2830 5.9170 0.6941 -0.0330
C 0.0813 6.4867 0.2537 -0.2666
C -0.1033 7.9752 0.2205 -0.0457
C -0.9420 5.6269 -0.1492 -0.0321
C -0.7539 4.2551 -0.1756 -0.0131
C -3.0244 -0.2543 -0.2756 -0.4662
C -2.9568 0.4333 -1.6495 0.0046
C -3.7160 0.6713 0.7415 0.0117
H -5.4241 -2.6292 -0.7952 0.0984
H -5.7724 -1.0235 -0.0971 0.0965
H -5.2482 -1.1575 -1.7910 0.0953
H -1.4228 -2.4443 1.3826 0.1623
H -0.7662 -2.5335 -1.6193 0.1308
H 0.4234 -2.3722 -0.3172 0.1017
H -0.8207 -4.6452 -2.5405 0.1142
H -0.9183 -7.1367 -2.2968 0.1078
H -0.5706 -8.1731 -0.0429 0.1060
H -0.1247 -6.7130 1.9425 0.1062
H -0.0707 -4.2275 1.6663 0.1095
H 0.2672 -0.5232 0.7052 0.1305
H -1.5362 1.8378 -0.0494 0.0532
H 1.4473 1.7022 1.0668 0.0927
H 2.4014 4.1398 1.1320 0.0986
H 2.0637 6.5870 1.0521 0.1204
H -1.1023 8.2318 -0.1286 0.0771
H 0.0382 8.4144 1.2098 0.0872
H 0.6149 8.4468 -0.4521 0.0874
H -1.9164 6.0333 -0.4236 0.1190
H -1.5841 3.6413 -0.5373 0.1032
H -2.6005 -0.2853 -2.3998 0.1016
H -3.9615 0.7856 -1.9146 0.0899
H -2.2830 1.2942 -1.6468 0.0669
H -3.9667 0.1047 1.6480 0.1042
H -3.0860 1.5202 1.0205 0.0768
H -4.6401 1.0581 0.2916 0.0912
```

Output
total charge = +1
relative energy (zero: lowest compared OMol25 entry of this formula, charge and spin) = 64.5 kcal per mole
DFT total energy = -38704.0184 eV
LUMO energy = -3.43 eV
highest occupied orbital energy = -8.97 eV

=====

# 4
Density functional theory data (ωB97M-V/def2-TZVPD) for a 2-piece molecular cluster, CH7N2S overall.

Structure (XYZ):
```
11
Properties=species:S:1:pos:R:3:lowdin_charge:R:1
N 1.1467 0.1909 0.1556 -0.0523
C -0.0649 -0.5997 -0.0990 -0.4379
N 0.2754 -1.7902 -0.8860 -0.0394
H 1.1383 0.4850 1.1288 0.0109
H 1.0054 1.0944 -0.2913 0.0043
H -0.4848 -0.8828 0.8676 0.0771
H -0.8246 0.0074 -0.5906 0.0490
H -0.2522 -1.8715 -1.7431 0.0325
H 1.2626 -1.7830 -1.1019 0.0319
S -1.0166 2.2748 1.1478 -0.1974
H -2.1854 2.8747 1.4122 -0.4787
```

Output
total charge = -1
relative energy (zero: lowest compared OMol25 entry of this formula, charge and spin) = 8.6 kcal per mole
DFT total energy = -14966.8103 eV
LUMO energy = 4.40 eV
highest occupied orbital energy = -2.77 eV

=====

# 5
Density functional theory data (ωB97M-V/def2-TZVPD) for an isolated ion of composition C3H5N2 and charge +1 at a distorted geometry.

Structure (XYZ):
```
10
Properties=species:S:1:pos:R:3:lowdin_charge:R:1
C -1.8212 0.5157 0.6202 0.3250
C 0.9881 -0.0259 0.4233 -0.2044
C 0.0779 -0.3431 -0.7149 -0.1093
N 0.5288 0.2531 1.5257 0.2098
N -1.2814 0.1717 -0.4070 -0.0488
H -0.0836 -1.4913 -0.7997 0.1821
H 2.0763 -0.1274 0.0252 0.1744
H 0.4361 0.2420 -1.7099 0.1974
H 0.7782 0.6235 2.3824 0.0892
H -1.6992 0.1817 -1.3454 0.1845
```

Output
total charge = +1
relative energy (zero: lowest compared OMol25 entry of this formula, charge and spin) = 127.8 kcal per mole
DFT total energy = -6160.3521 eV
LUMO energy = -6.19 eV
highest occupied orbital energy = -15.33 eV

=====

# 6
Density functional theory data (ωB97M-V/def2-TZVPD) for the molecule C6H16N2O at a distorted geometry.

Structure (XYZ):
```
25
Properties=species:S:1:pos:R:3:lowdin_charge:R:1
C 2.4843 -1.3030 -0.7798 -0.1253
C 2.0855 -0.6569 0.5369 -0.2192
C 0.5103 -0.3086 0.7226 -0.3587
C -0.2672 -1.5322 1.2163 -0.0783
C -0.0393 0.2681 -0.5749 -0.0864
C -1.4302 1.0796 -0.4534 -0.7159
N -2.0939 1.1037 0.7972 0.0969
N -1.2213 2.4535 -0.7582 0.0721
O -2.3291 0.5910 -1.3993 -0.0089
H 3.5204 -1.6570 -0.7316 0.0714
H 1.8478 -2.1587 -1.0205 0.0750
H 2.4314 -0.5847 -1.6049 0.0675
H 2.3879 -1.3036 1.3685 0.0951
H 2.6587 0.2701 0.6559 0.1009
H 0.4853 0.4543 1.5101 0.1252
H 0.3864 -2.2980 1.6454 0.0728
H -0.8510 -1.9987 0.4175 0.0819
H -0.9578 -1.2419 2.0158 0.0683
H 0.6997 0.9627 -0.9923 0.1108
H -0.1690 -0.5304 -1.3166 0.1159
H -3.0090 1.5207 0.6365 0.0910
H -2.3246 0.1397 1.0270 0.0701
H -0.6829 2.8345 0.0182 0.0914
H -2.1193 2.9244 -0.7059 0.0819
H -2.0032 0.9713 -2.2304 0.1045
```

Output
relative energy (zero: lowest compared OMol25 entry of this formula, charge and spin) = 21.5 kcal per mole
SMILES = CC[C@H](C)CC(N)(N)O
DFT total energy = -11509.1209 eV
LUMO energy = 0.91 eV
highest occupied orbital energy = -9.70 eV

=====

- Which value of LUMO energy does entry 5 give?
  -6.19 eV